ORCA calculation (wB97M-V/def2-TZVPD) on 4 unconnected molecules or ions with the total composition C26H31BBrCl2F9NO13 at a distorted geometry.

- Kohn-Sham gap (eV) = 8.18
- total charge = +1
- 2S+1 = 1

Atoms and positions in Å:
B1 -2.33 0.11 0.85
O1 -2.34 -0.92 -8.59
C1 7.13 -0.95 8.08
O2 -1.05 -3.48 1.14
C2 -0.74 3.67 0.43
C3 6.74 -2.41 7.96
C4 3.66 -2.24 2.32
O3 7.69 -0.48 6.84
H1 3.32 2.40 -0.54
F1 8.03 1.65 4.87
F2 -2.51 -3.66 -8.95
C5 7.54 0.42 4.66
H2 3.91 -3.13 3.02
O4 -1.65 3.75 1.29
C6 -6.89 1.36 -0.05
H3 2.88 -3.06 0.36
O5 1.81 -0.75 -3.13
F3 6.73 0.50 3.58
H4 -3.84 -0.02 2.57
O6 0.31 1.06 -3.45
C7 -6.29 1.33 -1.46
O7 -6.36 1.82 0.92
H5 6.29 -0.32 8.39
C8 2.33 2.18 -1.09
H6 -0.60 0.80 -8.27
C9 0.10 -1.15 1.09
H7 -8.05 0.39 2.01
O8 -8.10 0.76 -0.05
F4 -0.80 -3.84 -7.64
H8 0.96 -1.26 -3.22
H9 -8.74 2.80 1.66
H10 -0.22 2.87 -1.66
C10 2.58 1.65 -2.62
F5 8.58 -0.36 4.30
H11 -9.50 -0.12 1.15
H12 1.79 3.18 -1.19
C11 1.45 0.63 -3.12
H13 -1.98 0.26 -6.22
H14 -1.82 2.23 -1.04
C12 -8.76 0.68 1.23
H15 -10.14 2.26 0.75
H16 -2.93 0.02 -1.02
O9 -3.17 -0.49 -0.19
C13 -0.74 -2.30 1.86
C14 2.29 -0.04 0.07
H17 1.75 -3.32 1.81
C15 6.81 -0.11 5.89
C16 2.45 -2.55 1.31
C17 -9.46 1.98 1.55
H18 3.63 1.22 -2.73
O10 3.50 -1.00 3.06
H19 -3.76 1.60 1.71
Br1 -2.88 -3.55 0.85
H20 -2.41 1.21 2.92
C18 -1.31 -3.12 -8.66
F6 -5.84 0.10 -1.79
N1 1.52 1.12 -0.38
H21 7.58 -3.01 7.63
C19 -3.09 0.75 2.13
O11 5.61 -0.17 6.02
C20 1.64 -1.25 0.83
C21 -0.20 0.20 -7.45
H22 -10.02 1.89 2.48
H23 -0.80 1.54 -5.86
Cl1 4.09 -0.21 -0.25
C22 -0.72 0.10 0.59
O12 -0.26 -1.20 -7.76
H24 4.33 -0.48 3.02
C23 -0.76 2.51 -0.71
F7 -7.18 1.67 -2.41
H25 7.91 -0.84 8.84
H26 -0.52 -0.14 -5.34
F8 -5.24 2.17 -1.60
H27 2.49 2.58 -3.31
H28 6.39 -2.79 8.92
Cl2 0.60 4.92 0.55
C24 0.08 1.23 -0.16
C25 -1.40 -1.63 -8.34
F9 -0.52 -3.35 -9.73
C26 -0.92 0.49 -6.14
H29 5.94 -2.54 7.23
H30 4.61 -2.11 1.67
O13 -1.08 -2.11 3.05
H31 0.86 0.45 -7.35